Entry A
The following is a quantum chemistry calculation of 2 unconnected molecules or ions with the total composition C4H5N2, from OMol25.

For the orbital gap, the calculation gives 8.14 eV. The value obtained for the LUMO energy is -5.1 eV.

Geometry as ORCA input:
```
! wB97M-V def2-TZVPD RIJCOSX def2/J DEFGRID3
* xyz 1 1
C -0.276 0.490 -0.524
C -2.005 0.716 0.581
C 0.822 0.093 -0.089
C 3.065 -0.418 0.491
N 1.903 -0.062 0.400
N -3.010 0.173 0.088
H -0.503 0.537 -1.577
H 3.656 -0.596 -0.469
H 3.452 -0.892 1.429
H -4.024 0.237 0.470
H -3.080 -0.277 -0.801
*
```

Atom charges from the Löwdin analysis, given in e for atoms 1 to 4:
1 C 0.07
2 C 0.08
3 C -0.10
4 C 0.12


Entry B
The following is a quantum chemistry calculation of a gas-phase ion, C4H5N2 (charge +1), from OMol25.

For the orbital gap, the calculation gives 10.22 eV. The value obtained for the LUMO energy is -5.6 eV.

Geometry as ORCA input:
```
! wB97M-V def2-TZVPD RIJCOSX def2/J DEFGRID3
* xyz 1 1
C -0.131 0.123 0.040
C -1.708 0.447 -0.082
C 1.959 -0.113 0.312
C 0.826 -0.845 -0.255
N -2.431 -0.535 0.167
N 0.943 0.803 -0.113
H -1.712 1.428 -0.401
H 1.964 0.088 1.415
H 2.975 0.076 -0.142
H 0.701 -1.219 -1.250
H -3.385 -0.252 0.308
*
```

Atom charges from the Löwdin analysis, given in e for atoms 1 to 4:
1 C -0.08
2 C -0.07
3 C -0.03
4 C 0.12


It turns out entry B is the most stable, with the second structure 1.138 eV higher.


Entry A
The following is a quantum chemistry calculation of C2H2Cl2S in the gas phase, from OMol25.

For the orbital gap (alpha / beta), the calculation gives 7.81 / 7.39 eV. The value obtained for the LUMO energy (alpha / beta) is -0.4 / -0.5 eV.

Geometry as ORCA input:
```
! wB97M-V def2-TZVPD RIJCOSX def2/J DEFGRID3
* xyz 0 1
C -1.384 0.010 -0.400
C 1.330 -0.036 0.168
S 0.053 0.998 -0.074
Cl -2.922 0.541 0.038
Cl 2.911 0.556 -0.059
H -1.354 -1.105 -0.206
H 1.365 -0.964 0.532
*
```

Atom charges from the Löwdin analysis, given in e for atoms 1 to 4:
1 C -0.96
2 C -1.00
3 S 0.85
4 Cl 0.54


Entry B
The following is a quantum chemistry calculation of a molecular structure, C2H2Cl2S, from OMol25.

For the orbital gap, the calculation gives 6.85 eV. The value obtained for the LUMO energy is -1.6 eV.

Geometry as ORCA input:
```
! wB97M-V def2-TZVPD RIJCOSX def2/J DEFGRID3
* xyz 0 1
C -0.070 0.587 0.260
C -0.976 0.063 -0.605
H -0.550 0.717 1.136
H -1.540 0.667 -1.366
S -1.129 -1.706 -0.631
Cl 0.888 -0.899 0.857
Cl 0.667 2.194 -0.128
*
```

Atom charges from the Löwdin analysis, given in e for atoms 1 to 4:
1 C -1.10
2 C -0.62
3 H 0.01
4 H 0.08


It turns out entry B is the most stable, with the second structure 0.178 eV higher.


Entry A
The following is a quantum chemistry calculation of a gas-phase ion, C4H9NO (charge +1), from OMol25.

For the orbital gap (alpha / beta), the calculation gives 9.57 / 3.87 eV. The value obtained for the LUMO energy (alpha / beta) is -3.8 / -9.5 eV.

Geometry as ORCA input:
```
! wB97M-V def2-TZVPD RIJCOSX def2/J DEFGRID3
* xyz 1 2
O 0.977 -2.932 1.813
C 0.781 -1.869 1.348
C 0.741 -1.335 -0.082
C -0.343 -0.135 -0.339
C 0.050 1.313 -0.201
N -1.128 2.154 -0.436
H 0.432 -0.997 1.828
H 1.668 -0.948 -0.389
H 0.510 -2.224 -0.711
H -1.203 -0.210 0.457
H -0.885 -0.376 -1.287
H 0.427 1.523 0.766
H 0.927 1.735 -0.923
H -1.025 2.791 -1.235
H -1.929 1.510 -0.610
*
```

Atom charges from the Löwdin analysis, given in e for atoms 1 to 4:
1 O 0.14
2 C -0.28
3 C -0.09
4 C -0.17


Entry B
The following is a quantum chemistry calculation of 2 unconnected molecules or ions with the total composition C4H9NO, from OMol25.

For the orbital gap (alpha / beta), the calculation gives 9.70 / 4.08 eV. The value obtained for the LUMO energy (alpha / beta) is -3.8 / -8.2 eV.

Geometry as ORCA input:
```
! wB97M-V def2-TZVPD RIJCOSX def2/J DEFGRID3
* xyz 1 2
C -0.211 0.839 -1.173
C -1.599 0.744 -1.207
N -2.259 -0.392 -1.527
H 0.348 0.002 -1.520
H 0.162 1.842 -1.106
H -2.086 1.517 -0.686
H -1.712 -1.049 -2.155
H -3.259 -0.634 -1.622
C 2.125 -0.905 1.219
C 1.551 -0.082 2.111
O 0.123 0.072 1.959
H 2.972 -1.458 1.604
H 1.835 -1.012 0.185
H 2.009 0.349 2.960
H 0.001 0.167 0.957
*
```

Atom charges from the Löwdin analysis, given in e for atoms 1 to 4:
1 C 0.10
2 C -0.14
3 N 0.18
4 H 0.07


It turns out entry B is the most stable, with the second structure 0.127 eV higher.


Entry A
The following is a quantum chemistry calculation of 3 unconnected molecules or ions with the total composition C4H12O3, from OMol25.

For the orbital gap, the calculation gives 10.06 eV. The value obtained for the LUMO energy is 0.4 eV.

Geometry as ORCA input:
```
! wB97M-V def2-TZVPD RIJCOSX def2/J DEFGRID3
* xyz 0 1
C -1.935 -0.810 3.890
C -0.303 0.913 0.799
O -0.335 2.338 1.143
C -0.466 0.137 2.013
C -1.628 -0.376 2.426
H -3.028 -0.799 3.880
H -1.730 -0.452 4.893
H -1.774 -1.911 3.805
H 0.602 0.743 0.223
H -1.201 0.874 0.149
H -0.852 2.421 1.947
H 0.311 0.225 2.787
H -2.460 -0.400 1.736
H 4.599 -0.441 -5.119
H 4.024 -1.327 -6.246
O 4.856 -1.009 -5.864
H 1.208 -0.173 -3.927
H -0.192 0.419 -4.371
O 0.304 -0.373 -4.162
*
```

Atom charges from the Löwdin analysis, given in e for atoms 1 to 4:
1 C -0.09
2 C -0.25
3 O -0.09
4 C -0.14


Entry B
The following is a quantum chemistry calculation of 2 unconnected molecules or ions with the total composition C4H12O3, from OMol25.

For the orbital gap, the calculation gives 10.44 eV. The value obtained for the LUMO energy is 0.6 eV.

Geometry as ORCA input:
```
! wB97M-V def2-TZVPD RIJCOSX def2/J DEFGRID3
* xyz 0 1
C -1.504 -1.589 -0.778
O -0.564 -1.702 0.287
C -0.909 -1.001 -2.162
C 0.540 -0.370 -2.004
C 0.493 1.024 -1.308
O 0.668 1.017 0.159
H -1.841 -2.576 -1.081
H -2.281 -0.943 -0.372
H -0.035 -0.910 0.211
H -1.507 -0.111 -2.363
H -0.808 -1.638 -3.054
H 0.851 -0.289 -3.044
H 1.167 -1.116 -1.508
H -0.394 1.487 -1.766
H 1.497 1.496 -1.448
H 1.436 1.534 0.401
H 0.716 2.366 5.573
H 0.718 2.505 4.102
O 0.939 1.856 4.783
*
```

Atom charges from the Löwdin analysis, given in e for atoms 1 to 4:
1 C -0.22
2 O -0.08
3 C -0.15
4 C -0.19


It turns out entry B is the most stable, with the second structure 0.146 eV higher.